Entry from the OMol25 dataset: a single C7H12 molecule (wB97M-V/def2-TZVPD).

E_LUMO: 1.22 eV
DFT total energy: -273.8580 Ha
gap between HOMO and LUMO: 10.758 eV
SMILES: CC[C@H]1C[C@H]2C[C@@H]12
HOMO level: -9.54 eV

Geometry as XYZ:
```
19
C7H12, DFT wB97M-V/def2-TZVPD
C 2.52 0.24 -0.68
C 1.09 -0.27 -0.82
C 0.24 -0.13 0.45
C -0.64 1.14 0.70
C -1.85 0.23 0.91
C -2.09 -0.56 -0.34
C -1.01 -0.99 0.59
H 3.12 0.00 -1.56
H 3.01 -0.21 0.19
H 2.55 1.33 -0.54
H 0.60 0.22 -1.67
H 1.12 -1.34 -1.07
H 0.89 -0.28 1.32
H -0.74 1.84 -0.14
H -0.35 1.70 1.59
H -2.61 0.34 1.68
H -2.98 -1.18 -0.35
H -1.85 -0.12 -1.31
H -1.03 -1.97 1.07
```